[1]
{"formula": "C2H9NO2", "method": "ωB97M-V/def2-TZVPD", "smiles": "C=CN.O.O", "orbital_gap_ev": 10.120, "elements": ["C", "C", "N", "H", "H", "H", "H", "H", "O", "H", "H", "O", "H", "H"], "xyz": [[1.0929, 0.8621, -0.7282], [0.1731, 0.8032, 0.2194], [-1.1593, 1.2163, -0.0809], [0.8910, 1.4486, -1.6156], [2.0661, 0.4308, -0.7838], [0.2430, 0.4187, 1.2336], [-1.2242, 1.5710, -1.0338], [-1.4067, 1.9135, 0.6176], [2.3423, -1.6385, 1.5723], [1.7815, -1.5176, 0.7851], [1.7180, -1.1854, 2.1733], [-2.3306, -0.8882, -1.0915], [-2.2100, -0.3815, -0.2832], [-1.4297, -0.9540, -1.4933]]}

---

[2]
{"formula": "C52H41Cl2F10GeN5O2Y", "method": "ωB97M-V/def2-TZVPD", "spin_multiplicity": 2, "s2": 0.79, "orbital_gap_ev": [7.248, 4.273], "elements": ["Y", "C", "N", "C", "C", "N", "C", "C", "F", "C", "F", "C", "F", "C", "F", "C", "F", "C", "C", "N", "C", "C", "F", "C", "F", "C", "F", "C", "F", "C", "F", "H", "H", "H", "H", "H", "H", "H", "H", "H", "H", "H", "Cl", "C", "C", "C", "C", "C", "Cl", "C", "N", "C", "C", "C", "C", "C", "C", "C", "C", "O", "O", "H", "H", "H", "H", "H", "H", "H", "H", "H", "H", "C", "C", "C", "N", "H", "H", "H", "H", "H", "C", "C", "C", "C", "C", "C", "Ge", "C", "C", "C", "C", "C", "C", "C", "C", "C", "C", "C", "C", "H", "H", "H", "H", "H", "H", "H", "H", "H", "H", "H", "H", "H", "H", "H"], "xyz": [[-0.4521, 0.7777, -0.2572], [0.2586, 4.5833, 1.1750], [-0.3167, 3.8683, 0.0378], [-1.7402, 4.1643, -0.0649], [-2.5107, 3.2493, -1.0119], [-2.5161, 1.8910, -0.4882], [-3.5727, 1.1003, -0.7115], [-3.7301, -0.0352, 0.1358], [-2.8465, -0.1924, 1.0883], [-4.7619, -0.9230, 0.0324], [-4.8593, -1.9485, 0.8503], [-5.7302, -0.7192, -0.9460], [-6.7274, -1.5506, -1.0600], [-5.6317, 0.3703, -1.8050], [-6.5441, 0.5440, -2.7437], [-4.5850, 1.2511, -1.6989], [-4.5090, 2.2080, -2.5997], [0.4424, 4.2165, -1.1730], [1.4530, 3.1242, -1.4910], [0.7065, 1.9479, -1.9080], [0.6493, 1.6081, -3.2182], [-0.4691, 0.8878, -3.6753], [-1.4318, 0.5898, -2.7500], [-0.6884, 0.4816, -4.9667], [-1.8025, -0.1867, -5.2830], [0.2430, 0.7816, -5.9409], [0.0523, 0.4126, -7.2136], [1.3842, 1.4535, -5.5549], [2.3288, 1.7059, -6.4623], [1.5878, 1.8406, -4.2437], [2.7762, 2.4156, -3.9687], [0.2025, 5.6712, 1.0298], [1.3072, 4.3094, 1.2913], [-0.2657, 4.3280, 2.0893], [-1.9097, 5.2026, -0.3872], [-2.1707, 4.0484, 0.9314], [-2.0917, 3.2749, -2.0203], [-3.5247, 3.6437, -1.0673], [0.9477, 5.1824, -1.0457], [-0.2279, 4.3065, -2.0288], [2.0243, 2.8963, -0.5827], [2.1466, 3.4998, -2.2379], [2.2046, -1.9321, -4.6839], [3.2425, -2.5930, -3.4694], [4.3557, -1.8429, -3.1310], [5.3160, -2.3405, -2.2681], [5.1618, -3.6138, -1.7499], [4.0320, -4.3412, -2.0654], [3.8674, -5.9454, -1.3900], [3.0110, -3.8644, -2.9105], [1.9243, -4.6849, -3.1477], [0.6275, -4.3775, -3.6663], [0.2971, -4.8476, -4.9331], [-0.9626, -4.6283, -5.4619], [-1.9084, -3.9391, -4.7165], [-1.5927, -3.5002, -3.4424], [-0.3328, -3.7185, -2.8886], [-0.0779, -3.2736, -1.4661], [-0.1526, -1.7642, -1.2730], [-1.1001, -1.3106, -0.5201], [0.6924, -1.0054, -1.7576], [4.4741, -0.8633, -3.5770], [6.1903, -1.7525, -2.0218], [5.9102, -4.0479, -1.1002], [2.0553, -5.6353, -2.8531], [1.0556, -5.3671, -5.5050], [-1.2039, -4.9902, -6.4539], [-2.8942, -3.7521, -5.1251], [-2.3358, -2.9756, -2.8480], [0.9055, -3.6090, -1.1340], [-0.8405, -3.7020, -0.8151], [2.9123, -3.5408, 1.6519], [2.7627, -2.1476, 2.2707], [2.1487, -1.2022, 1.3511], [1.6281, -0.4199, 0.6981], [3.4120, -4.2048, 2.3546], [3.5037, -3.4891, 0.7404], [1.9377, -3.9657, 1.4089], [3.7316, -1.7434, 2.5651], [2.1329, -2.1743, 3.1622], [-2.5046, 4.6833, 5.0706], [-1.1476, 4.4287, 5.2236], [-0.5402, 3.4143, 4.4902], [-1.2724, 2.6369, 3.5887], [-2.6363, 2.9064, 3.4550], [-3.2509, 3.9170, 4.1855], [-0.4322, 1.1582, 2.5393], [1.4167, 1.1818, 3.3335], [1.7253, 0.4693, 4.4946], [3.0175, 0.4637, 5.0153], [4.0266, 1.1815, 4.3874], [3.7384, 1.9053, 3.2359], [2.4482, 1.8960, 2.7200], [-1.1661, -0.4390, 3.4992], [-1.8128, -0.3286, 4.7322], [-2.2869, -1.4547, 5.3993], [-2.1174, -2.7160, 4.8455], [-1.4754, -2.8471, 3.6207], [-1.0096, -1.7183, 2.9564], [-2.9792, 5.4722, 5.6429], [-0.5609, 5.0182, 5.9193], [0.5211, 3.2271, 4.6145], [-3.2309, 2.3085, 2.7657], [-4.3124, 4.1084, 4.0697], [0.9449, -0.0900, 5.0002], [3.2363, -0.1025, 5.9150], [5.0316, 1.1819, 4.7949], [4.5205, 2.4704, 2.7405], [2.2405, 2.4423, 1.8040], [-1.9452, 0.6519, 5.1781], [-2.7913, -1.3454, 6.3533], [-2.4899, -3.5929, 5.3631], [-1.3513, -3.8300, 3.1779], [-0.5398, -1.8340, 1.9842]]}

---

[3]
{"formula": "C50H47BClF5LaN5O2S4Te", "method": "ωB97M-V/def2-TZVPD", "spin_multiplicity": 2, "s2": 0.80, "orbital_gap_ev": [5.333, 4.827], "total_charge": -1, "elements": ["La", "S", "C", "C", "C", "C", "C", "C", "N", "C", "C", "C", "C", "C", "C", "C", "C", "N", "C", "C", "C", "C", "C", "S", "C", "H", "H", "H", "H", "H", "H", "H", "H", "H", "H", "H", "H", "F", "B", "F", "F", "C", "F", "F", "Cl", "S", "C", "N", "C", "C", "S", "H", "H", "H", "H", "H", "C", "N", "C", "C", "O", "H", "H", "H", "H", "H", "H", "H", "C", "C", "C", "C", "C", "C", "Te", "N", "C", "O", "C", "C", "C", "C", "C", "C", "C", "C", "C", "C", "C", "C", "C", "C", "C", "C", "H", "H", "H", "H", "H", "H", "H", "H", "H", "H", "H", "H", "H", "H", "H", "H", "H", "H", "H", "H", "H", "H", "H"], "xyz": [[0.8103, 0.8852, -1.0510], [-4.8473, 4.0307, 2.8406], [-6.3593, 3.7304, 2.0798], [-6.1977, 3.1388, 0.8686], [-4.8377, 2.9164, 0.5406], [-3.9692, 3.3445, 1.5024], [-2.5186, 3.2437, 1.5408], [-1.8317, 2.2893, 0.7555], [-0.5402, 2.0825, 0.8218], [0.2112, 2.8162, 1.6974], [-0.3636, 3.9095, 2.3986], [0.4896, 4.7692, 3.1421], [1.8226, 4.5384, 3.1975], [2.4108, 3.3880, 2.5875], [3.7924, 3.1494, 2.6283], [4.3211, 2.0517, 1.9126], [3.4601, 1.1509, 1.3517], [2.0700, 1.2485, 1.4378], [1.5672, 2.4973, 1.8998], [5.7594, 1.8941, 1.7056], [6.4029, 1.1890, 0.7255], [7.8143, 1.3121, 0.7815], [8.2348, 2.0968, 1.8077], [6.9103, 2.7093, 2.7137], [-1.7438, 4.0826, 2.3191], [-7.2683, 4.0090, 2.5877], [-7.0149, 2.8642, 0.2170], [-4.5199, 2.4556, -0.3834], [-2.3815, 1.6664, 0.0527], [0.0531, 5.6236, 3.6460], [2.4810, 5.2136, 3.7311], [4.4592, 3.8489, 3.1142], [3.8214, 0.3074, 0.7773], [5.8722, 0.6255, -0.0292], [8.4823, 0.8504, 0.0682], [9.2389, 2.3729, 2.0858], [-2.2121, 4.8926, 2.8677], [0.2210, -0.3463, 1.3970], [1.3592, 0.0090, 2.1134], [1.0258, 0.2919, 3.4281], [1.0038, 3.4055, -3.2705], [0.3642, 3.0430, -2.0771], [-0.9633, 2.8754, -2.4935], [0.3214, 4.2595, -1.3988], [2.5626, -1.1008, -1.0632], [3.6929, 2.5058, -1.3605], [4.0627, 3.3857, -2.6954], [3.5598, 3.1941, -3.9153], [3.8127, 4.1986, -4.9255], [5.0922, 4.9253, -4.5109], [5.2207, 4.7083, -2.6989], [2.7496, 2.5883, -3.9918], [2.9712, 4.8949, -4.9878], [3.9356, 3.7175, -5.8962], [5.0512, 5.9879, -4.7346], [5.9799, 4.4945, -4.9705], [5.4477, -2.1142, 3.3683], [4.2286, -2.1495, 2.5695], [3.9930, -3.2567, 1.6458], [3.3509, -1.1954, 2.7187], [2.2451, -1.2026, 2.1064], [5.9702, -3.0591, 3.2610], [5.2216, -1.9637, 4.4238], [6.1101, -1.3108, 3.0392], [4.9506, -3.6533, 1.3170], [3.4326, -2.9027, 0.7812], [3.4284, -4.0494, 2.1421], [3.5845, -0.4236, 3.4503], [-4.1158, -6.8431, 3.0715], [-3.4657, -5.8004, 2.1982], [-2.2902, -5.1681, 2.5760], [-1.6985, -4.1935, 1.7769], [-0.4092, -3.5595, 2.2385], [-2.2860, -3.8103, 0.5584], [-1.3166, -2.1492, -0.6315], [-0.7321, -0.3943, -1.9950], [-0.1417, -0.3685, -3.1530], [0.8740, 0.3837, -3.3876], [-0.7224, -1.1364, -4.3169], [-1.1698, -0.4065, -5.4155], [-1.8135, -1.0432, -6.4668], [-2.0265, -2.4139, -6.4260], [-1.5751, -3.1471, -5.3369], [-0.9224, -2.5134, -4.2887], [-3.2356, -1.2332, -0.6964], [-3.7640, -0.9427, -1.9527], [-5.0462, -0.4356, -2.0930], [-5.8297, -0.2322, -0.9653], [-5.3009, -0.4912, 0.2889], [-3.9995, -0.9696, 0.4473], [-3.4579, -1.1786, 1.8361], [-3.4397, -4.4981, 0.1473], [-4.0807, -4.2426, -1.1951], [-4.0146, -5.4663, 0.9685], [-3.5859, -6.9449, 4.0192], [-4.1211, -7.8183, 2.5786], [-5.1536, -6.5790, 3.2863], [-1.8244, -5.4382, 3.5211], [-0.1109, -3.9483, 3.2154], [-0.5093, -2.4751, 2.3052], [0.3962, -3.7601, 1.5267], [-1.0198, 0.6665, -5.4275], [-2.1591, -0.4705, -7.3199], [-2.5373, -2.9103, -7.2428], [-1.7443, -4.2168, -5.2984], [-0.5715, -3.0848, -3.4430], [-3.1607, -1.1204, -2.8340], [-5.4344, -0.2205, -3.0819], [-6.8442, 0.1383, -1.0658], [-5.9046, -0.3084, 1.1720], [-3.9781, -0.5360, 2.5505], [-2.3912, -0.9498, 1.8629], [-3.5830, -2.2170, 2.1531], [-3.3339, -3.8990, -1.9105], [-4.8513, -3.4713, -1.1251], [-4.5508, -5.1536, -1.5729], [-4.9123, -5.9803, 0.6319]]}

---

[4]
{"formula": "C7H16NO2P", "method": "ωB97M-V/def2-TZVPD", "smiles": "COCCCCP(N)CC=O", "orbital_gap_ev": 9.981, "elements": ["C", "O", "C", "C", "C", "C", "P", "N", "C", "C", "O", "H", "H", "H", "H", "H", "H", "H", "H", "H", "H", "H", "H", "H", "H", "H", "H"], "xyz": [[-3.3721, 3.1246, 0.1194], [-2.0757, 3.5142, -0.2730], [-1.3399, 2.4846, -0.9187], [-0.4066, 1.7725, 0.0525], [0.4355, 0.6912, -0.6466], [0.9232, -0.3894, 0.3256], [1.7889, -1.7704, -0.5078], [0.4863, -2.3329, -1.4973], [1.7916, -2.9739, 0.9201], [3.1691, -3.3187, 1.4302], [3.3622, -3.8370, 2.4997], [-3.9628, 2.7695, -0.7378], [-3.8701, 4.0017, 0.5408], [-3.3514, 2.3373, 0.8879], [-0.7568, 2.9635, -1.7155], [-2.0264, 1.7650, -1.3860], [-1.0027, 1.3185, 0.8557], [0.2520, 2.5235, 0.5016], [-0.1235, 0.2354, -1.4696], [1.3199, 1.1729, -1.0848], [1.6414, 0.0541, 1.0301], [0.0858, -0.7632, 0.9329], [0.8054, -3.1399, -2.0248], [-0.3320, -2.6207, -0.9649], [1.2109, -2.5969, 1.7694], [1.3220, -3.9075, 0.5865], [4.0257, -3.0778, 0.7744]]}